{
  "formula": "H12MgMnO30S6Zn2",
  "method": "the ωB97M-V functional and the def2-TZVPD basis",
  "elements": ["Mg", "Mn", "Zn", "Zn", "S", "O", "O", "O", "O", "S", "O", "O", "O", "O", "S", "O", "O", "O", "O", "S", "O", "O", "O", "O", "S", "O", "O", "O", "O", "S", "O", "O", "O", "O", "O", "H", "H", "O", "H", "H", "O", "H", "H", "O", "H", "H", "O", "H", "H", "O", "H", "H"],
  "coordinates": [[-1.2252, -1.1833, 2.6389], [-0.1849, 0.5816, -3.1882], [1.0366, -3.3150, -0.9282], [0.3884, 2.4283, 1.4402], [1.2411, 0.6884, 3.9479], [0.0055, -0.0079, 3.4449], [1.2920, 1.9368, 3.0634], [1.0676, 1.0759, 5.3520], [2.4534, -0.0734, 3.7369], [0.5859, -3.9301, 2.1840], [-0.3026, -2.8037, 2.6203], [0.3464, -4.0762, 0.6565], [1.9838, -3.6380, 2.3825], [0.1623, -5.1848, 2.8094], [-0.8895, 3.5299, -1.5571], [-2.2927, 3.7260, -1.2503], [-0.0899, 3.1302, -0.3518], [-0.7752, 2.3582, -2.5191], [-0.2638, 4.7178, -2.1712], [-2.8439, 1.6291, 2.5209], [-3.2059, 1.9828, 3.8975], [-1.5411, 2.2421, 2.1360], [-2.6525, 0.1172, 2.4400], [-3.8997, 2.0000, 1.5723], [0.2550, -0.4549, -0.0485], [1.2267, -1.5708, -0.1367], [-0.3626, -0.2586, -1.3603], [-0.8093, -0.8192, 0.8582], [0.9560, 0.7467, 0.4013], [1.5531, -2.2189, -4.0362], [1.6918, -2.7124, -2.6073], [0.5850, -1.0708, -4.0291], [2.8631, -1.7707, -4.4714], [1.0076, -3.2899, -4.8686], [-2.3996, 0.1808, -3.2298], [-3.2961, 0.2934, -3.5462], [-2.4769, 0.3016, -2.2439], [1.8186, 1.3918, -2.3007], [1.7099, 1.4096, -1.3275], [2.2630, 2.2098, -2.5330], [-3.1811, 0.2028, -0.6271], [-3.5942, 1.0748, -0.5445], [-2.8914, 0.0840, 0.3032], [3.8819, -1.3479, 0.9766], [4.4475, -0.6747, 0.5911], [3.1553, -1.4302, 0.3394], [2.3404, 3.2139, 0.4814], [2.3201, 3.9728, -0.1090], [3.2318, 2.8559, 0.4702], [-2.5595, -2.9178, -0.2847], [-1.8353, -3.3472, -0.7440], [-2.2972, -1.9854, -0.2506]],
  "atomic_forces_ev_per_a": [[0.3, 1.2, 0.7], [0.3, 0.3, 0.6], [0.0, 0.8, 0.5], [-1.2, -1.1, 0.3], [-0.7, 0.2, -0.1], [0.9, 0.0, 0.9], [0.6, 0.8, 0.3], [0.0, 0.1, -0.4], [0.0, -0.1, -0.1], [0.0, 0.0, 0.4], [0.4, -1.7, 0.0], [-0.3, -0.8, -1.0], [0.0, 0.1, -0.1], [-0.2, 0.3, -0.4], [0.0, -0.2, -0.2], [0.0, 0.1, 0.0], [-0.1, 0.7, -0.3], [-0.1, 0.7, -0.3], [0.1, -0.3, 0.1], [-0.1, 0.1, 0.7], [0.1, 0.0, -0.3], [0.0, 0.2, -0.2], [-0.8, -0.2, 0.0], [0.1, -0.2, -0.1], [0.0, 0.1, 0.2], [0.7, 0.7, 0.1], [0.0, -0.4, -0.3], [-0.4, -0.1, -1.0], [0.6, -0.4, -0.5], [-0.2, -0.2, -0.8], [-0.1, -0.6, 0.5], [0.1, -0.1, -0.2], [0.1, 0.1, 0.1], [0.0, 0.1, 0.3], [0.0, -0.2, 0.3], [0.1, 0.1, -0.1], [-0.1, -0.2, 0.0], [0.7, -0.3, 0.0], [-0.3, 0.1, 0.0], [-0.3, 0.1, 0.0], [-0.3, 0.2, 0.2], [0.1, 0.2, 0.2], [0.1, 0.0, -0.3], [0.5, -0.2, -0.4], [0.0, 0.1, 0.0], [-0.3, 0.1, 0.4], [0.6, 0.3, 0.1], [-0.3, -0.1, -0.2], [0.0, -0.1, 0.3], [-0.4, 0.0, -0.2], [0.1, -0.1, 0.2], [0.0, 0.0, 0.0]],
  "multiplicity": 6,
  "charge": -4,
  "energy_ha": -9563.7373,
  "de_lowest_ev": 0.0000,
  "e_lumo_ev": [7.395, 7.384]
}